Formula: C27H51N2NdO2P3
Source: the Open Molecules 2025 dataset
Level of theory: wB97M-V/def2-TZVPD

Properties
Spin multiplicity: 4
Lowest unoccupied orbital energy (spin up / spin down) (eV): -11.246 / -11.281
Net charge: +3
E (Ha): -2903.822641
Energy above the lowest of the compared OMol25 structures with the same formula, charge and spin (kJ/mol): 304.2
<S²>: 3.757
Highest occupied orbital energy (spin up / spin down) (eV): -15.62 / -15.62

Atoms and positions in Å:
Nd  -0.94577  -0.92583  -0.89080
P  -0.60999  -1.07685  -3.63538
P  -0.67794  2.02972  -0.97579
P  -0.78020  -3.51678  0.57770
H  -3.27285  2.31423  2.66518
C  -2.94241  1.37758  3.07552
C  -1.64742  1.23033  3.57050
H  -0.91278  2.03720  3.51341
C  -2.13671  -0.92902  -4.62391
C  0.49709  0.17869  -4.44395
C  0.16220  -2.60283  -4.31625
C  -0.97061  3.00002  0.54316
C  0.98483  2.63394  -1.44890
C  -1.75209  2.89614  -2.17699
C  -1.27946  -3.34940  2.32755
C  0.75173  -4.49493  0.73654
C  -1.96475  -4.80090  -0.00151
H  -3.64364  0.57463  3.18454
H  -1.34594  0.31448  4.08196
H  -1.81676  -0.77139  -5.66858
H  -2.73473  -0.06953  -4.26999
H  -2.75021  -1.84481  -4.54416
H  0.35016  0.08382  -5.51948
H  1.53634  -0.05155  -4.19864
H  0.26137  1.19542  -4.12431
H  0.06311  -2.56640  -5.40496
H  -0.33179  -3.50173  -3.92920
H  1.22430  -2.63722  -4.05585
H  -1.39327  3.98463  0.28064
H  -0.02918  3.14689  1.09672
H  -1.66710  2.48306  1.22312
H  0.92318  3.67383  -1.81579
H  1.41427  1.99874  -2.24095
H  1.66287  2.59770  -0.58026
H  -1.40757  3.93343  -2.32798
H  -2.78894  2.90685  -1.80345
H  -1.74376  2.36379  -3.14308
H  -1.83634  -4.24621  2.64886
H  -1.92498  -2.46345  2.46546
H  -0.38754  -3.22305  2.96255
H  0.52771  -5.50247  1.11937
H  1.45457  -3.98991  1.41477
H  1.22998  -4.58263  -0.25008
H  -2.06728  -5.54926  0.78749
H  -1.58773  -5.26784  -0.91814
H  -2.93298  -4.34237  -0.21328
C  -4.23908  -1.76806  -1.32710
C  -4.72865  -1.81026  -2.63382
C  -5.85708  -2.55611  -2.70327
C  -6.41491  -3.18759  -1.58080
C  -5.81835  -2.97681  -0.32825
C  -4.77773  -2.23543  -0.12615
O  -2.88073  -1.25062  -1.14346
H  -1.59970  -1.29355  -2.59413
H  -4.30446  -1.30269  -3.45864
H  -6.33274  -2.71782  -3.64571
H  -7.30671  -3.84413  -1.65306
H  -6.20106  -3.45554  0.54265
H  -4.23725  -1.94477  0.76658
C  3.84512  5.08503  3.44153
C  4.18543  3.69469  3.93829
N  4.06184  2.63554  2.92614
C  5.03847  2.75832  1.82161
C  6.46895  2.71308  2.34963
C  2.76910  2.20401  2.66791
O  1.77784  2.79599  3.04823
C  2.64998  0.90925  1.93030
C  3.68994  0.02832  1.59342
C  3.43045  -1.01676  0.65229
C  2.14709  -1.13205  0.16033
N  1.06784  -0.42527  0.60988
C  1.33861  0.58936  1.54252
H  4.52352  5.40660  2.64413
H  3.93538  5.78121  4.27925
H  2.81451  5.10515  3.07914
H  5.22179  3.65299  4.28144
H  3.51506  3.42561  4.76260
H  4.88737  1.95125  1.09069
H  4.87326  3.71854  1.29182
H  6.61466  1.85303  3.01468
H  7.15732  2.60786  1.50296
H  6.73196  3.63204  2.88844
H  4.63847  0.14828  2.01596
H  4.20578  -1.68457  0.31634
H  1.89785  -1.87126  -0.63618
H  0.44985  1.12843  1.91840